# C29H58Br8O9

10 unconnected molecules or ions with the total composition C29H58Br8O9 (the ωB97M-V functional and the def2-TZVPD basis, OMol25).

structure (SMILES): CCOC(C)=O.CCOC(C)=O.CCOC(C)=O.CC(C)=O.CC(C)=O.CC(C)=O.BrCCBr.BrCCBr.BrCCBr.BrCCBr
lowest unoccupied orbital energy: 0.2032 eV
Kohn-Sham gap: 9.49 eV
ΔE to the lowest compared entry with this formula, charge and spin: 3.320 eV
E_HOMO: -9.3 eV

CARTESIAN COORDINATES (ANGSTROEM)
C (-1.67163, -6.20139, -1.99430)
C (-0.42301, -5.40597, -1.71457)
O (0.06337, -5.61002, -0.37270)
C (-0.30884, -4.73820, 0.59295)
C (-0.19239, -5.39512, 1.95863)
O (-0.65922, -3.57807, 0.44968)
H (-1.32695, -7.23482, -1.95773)
H (-2.13992, -5.80364, -2.89464)
H (-2.32448, -6.13328, -1.12410)
H (0.32811, -5.55727, -2.48984)
H (-0.68995, -4.35063, -1.77018)
H (-1.17757, -5.51178, 2.41018)
H (0.36269, -4.68498, 2.57157)
H (0.25047, -6.38968, 1.90562)
C (-2.35434, 1.03489, 3.05530)
C (-3.17194, -0.26351, 2.77922)
O (-3.47463, -0.70456, 4.05263)
C (-4.75104, -1.05055, 4.39846)
C (-4.85551, -1.56554, 5.82681)
O (-5.78189, -0.74753, 3.74948)
H (-1.81110, 1.17798, 2.12121)
H (-1.62750, 0.92695, 3.86038)
H (-2.98921, 1.87578, 3.33446)
H (-3.92856, 0.08386, 2.07569)
H (-2.53889, -1.01192, 2.30253)
H (-5.89230, -1.47506, 6.15082)
H (-4.32489, -0.87286, 6.48007)
H (-4.57079, -2.60731, 5.97427)
C (-6.96921, 1.38279, -3.59718)
C (-6.17042, 1.38593, -2.24845)
O (-5.24711, 0.28851, -2.16844)
C (-4.11339, 0.45881, -1.56857)
C (-3.48485, -0.94744, -1.35381)
O (-3.63731, 1.56574, -1.13772)
H (-6.41949, 1.74033, -4.46785)
H (-7.84438, 1.96919, -3.31735)
H (-7.34701, 0.40933, -3.90981)
H (-5.66259, 2.34641, -2.33603)
H (-6.82124, 1.34460, -1.37504)
H (-3.94739, -1.70917, -1.98146)
H (-3.35560, -1.32456, -0.33933)
H (-2.47467, -0.93622, -1.76309)
C (1.76311, 1.08321, -1.32196)
C (1.42846, 0.28324, -0.10596)
C (0.20568, -0.59705, -0.20789)
O (2.03941, 0.43708, 0.97080)
H (1.24176, 0.77393, -2.22784)
H (2.81100, 0.87903, -1.54180)
H (1.44825, 2.10318, -1.10146)
H (-0.01704, -0.93403, 0.80449)
H (0.45048, -1.52149, -0.73097)
H (-0.75452, -0.09400, -0.32219)
C (1.09488, 1.56495, 5.93229)
C (0.90683, 0.14434, 5.64141)
C (1.20349, -0.31424, 4.19913)
O (0.39772, -0.57236, 6.46550)
H (0.36429, 2.26570, 5.52819)
H (2.06516, 1.98920, 5.67409)
H (0.96071, 1.67954, 7.00792)
H (0.89547, -1.33466, 3.97115)
H (2.23260, -0.13934, 3.88541)
H (0.47611, 0.34241, 3.72183)
C (0.75166, 5.38920, -2.35982)
C (2.17586, 5.06016, -2.80848)
C (2.98148, 6.10023, -3.52397)
O (2.69170, 4.04778, -2.42558)
H (0.21646, 4.56376, -1.89046)
H (0.06534, 5.46419, -3.20329)
H (0.71225, 6.18687, -1.61801)
H (3.84891, 5.60284, -3.95784)
H (3.36650, 6.76520, -2.75087)
H (2.33275, 6.53919, -4.28197)
Br (3.77456, 3.65948, 2.65450)
C (2.23785, 4.05559, 1.40775)
C (0.89162, 3.66859, 1.94426)
Br (-0.54991, 4.24201, 0.70799)
H (2.44343, 3.74840, 0.38234)
H (2.30762, 5.14051, 1.32915)
H (0.80493, 4.20781, 2.88758)
H (0.78379, 2.59487, 2.09785)
Br (1.57179, -4.48808, -6.59905)
C (1.68257, -3.04168, -5.17545)
C (1.08188, -1.81440, -5.76995)
Br (1.24163, -0.25642, -4.65756)
H (2.74472, -2.92176, -4.96199)
H (1.09566, -3.46830, -4.36205)
H (0.03253, -1.99371, -6.00406)
H (1.56460, -1.60272, -6.72403)
Br (3.03340, -2.34005, -1.74717)
C (3.23674, -3.27344, -0.06865)
C (3.03392, -2.39253, 1.13879)
Br (3.65790, -3.31513, 2.84884)
H (4.27074, -3.61729, -0.09525)
H (2.51593, -4.09105, -0.06163)
H (1.97818, -2.25248, 1.37097)
H (3.52693, -1.42256, 1.07413)
Br (5.90706, 4.87954, -1.87133)
C (6.34529, 2.98367, -1.70979)
C (5.22001, 2.22172, -1.03630)
Br (5.48506, 0.32186, -1.01812)
H (7.31681, 3.03673, -1.21842)
H (6.47585, 2.49054, -2.67305)
H (4.31596, 2.40633, -1.61659)
H (5.09077, 2.69587, -0.06337)